*A*
Here is a 2-piece molecular cluster, CH7N2O overall from the OMol25 dataset. Energies are from ωB97M-V with the def2-TZVPD basis set.

Positions of all 11 atoms, in Å:
N: -1.451 -0.811 0.530
H: -2.032 -0.977 -0.291
H: -1.680 -1.460 1.260
H: -0.457 -0.935 0.220
H: -1.511 0.182 0.784
C: 0.910 1.247 -0.254
N: 1.156 -0.163 -0.361
O: -0.093 1.735 0.236
H: 1.746 1.811 -0.689
H: 1.300 -0.332 -1.397
H: 2.113 -0.298 -0.038

total charge	+1
LUMO level	-3.58	eV

***

*B*
Here is a 2-piece molecular cluster, CH7N2O overall from the OMol25 dataset. Energies are from ωB97M-V with the def2-TZVPD basis set.

Positions of all 11 atoms, in Å:
O: 0.126 -2.077 1.338
H: 0.073 -1.040 0.018
H: 0.730 -2.551 1.953
H: -0.073 -2.774 0.734
N: 0.581 -0.189 -0.357
C: 0.016 1.322 -0.350
N: -1.033 1.756 -1.017
H: 0.431 -0.455 -1.368
H: 1.594 -0.098 -0.199
H: 0.689 2.005 0.315
H: -1.385 2.622 -0.430

total charge	+1
LUMO level	-4.30	eV

***

Least stable of them? *B*.

***

*A*
Here is one molecule with the formula C4H9O2 from the OMol25 dataset. Energies are from ωB97M-V with the def2-TZVPD basis set.

Positions of all 15 atoms, in Å:
C: -1.487 -1.208 -0.167
O: -2.409 -0.095 -0.225
C: -0.099 -0.741 0.266
C: 0.456 0.549 -0.405
C: 1.620 1.086 0.405
O: 2.788 0.436 0.319
H: -1.854 -1.928 0.549
H: -1.518 -1.558 -1.200
H: -1.890 0.708 -0.348
H: 0.630 -1.471 -0.097
H: -0.018 -0.744 1.353
H: 0.834 0.134 -1.340
H: -0.214 1.390 -0.584
H: 1.390 1.323 1.459
H: 1.769 2.120 0.015

LUMO level (spin up / spin down)	0.90 / -1.60	eV
multiplicity	2
expectation value of S²	0.75

***

*B*
Here is a 2-piece molecular cluster, C4H9O2 overall from the OMol25 dataset. Energies are from ωB97M-V with the def2-TZVPD basis set.

Positions of all 15 atoms, in Å:
C: 0.706 1.087 -1.616
C: 2.137 0.650 -1.539
H: 0.539 2.080 -2.064
H: -0.028 0.420 -2.056
H: 0.279 1.415 -0.651
H: 2.793 1.441 -1.162
H: 2.411 0.041 -2.407
H: 2.232 -0.132 -0.744
C: -1.741 -1.670 1.895
C: -1.404 -0.232 1.524
O: -1.046 0.553 2.533
O: -1.316 0.137 0.380
H: -0.964 -2.304 1.481
H: -2.705 -1.922 1.446
H: -1.894 -1.565 2.981

LUMO level (spin up / spin down)	0.77 / -3.07	eV
multiplicity	2
expectation value of S²	0.75

***

Least stable of them? *A*.

***

*A*
Here is a 2-piece molecular cluster, C4H10OS overall from the OMol25 dataset. Energies are from ωB97M-V with the def2-TZVPD basis set.

Positions of all 16 atoms, in Å:
C: -2.201 -0.186 -0.485
C: -3.404 0.414 -1.173
O: -4.090 -0.170 -1.968
H: -1.501 -0.593 -1.215
H: -1.756 0.533 0.197
H: -2.602 -1.024 0.088
H: -3.671 1.451 -0.870
C: 1.788 1.345 0.698
S: 1.647 -0.058 -0.430
C: 2.441 -1.386 0.474
H: 2.541 1.180 1.463
H: 2.107 2.243 0.183
H: 0.852 1.479 1.222
H: 3.474 -1.508 0.148
H: 1.972 -2.298 0.115
H: 2.404 -1.420 1.554

LUMO level	0.85	eV

***

*B*
Here is a 2-piece molecular cluster, C4H10OS overall from the OMol25 dataset. Energies are from ωB97M-V with the def2-TZVPD basis set.

Positions of all 16 atoms, in Å:
C: 1.262 1.579 -1.987
C: 2.115 0.849 -2.697
O: 3.049 -0.038 -2.109
H: 0.491 2.134 -2.319
H: 1.302 1.508 -0.955
H: 1.847 0.546 -3.696
H: 3.740 -0.034 -2.747
C: -0.471 -0.682 2.882
S: -1.397 0.420 1.776
C: -2.483 -0.645 0.846
H: -0.227 -0.280 3.808
H: 0.287 -1.178 2.343
H: -1.071 -1.455 3.189
H: -3.092 -0.056 -0.082
H: -2.073 -1.459 0.415
H: -3.279 -1.210 1.334

LUMO level	0.91	eV

***

Least stable of them? *B*.

***

*A*
Here is a 2-piece molecular cluster, C4H10OS overall from the OMol25 dataset. Energies are from ωB97M-V with the def2-TZVPD basis set.

Positions of all 16 atoms, in Å:
C: -2.719 -0.457 0.150
C: -2.766 0.380 -1.090
O: -3.649 0.263 -1.900
H: -3.674 -0.909 0.342
H: -1.901 -1.153 -0.051
H: -2.296 0.094 0.995
H: -1.968 1.121 -1.288
C: 1.732 1.343 -0.109
S: 2.044 -0.313 -0.754
C: 2.473 -1.165 0.770
H: 0.820 1.334 0.495
H: 2.602 1.784 0.361
H: 1.458 1.965 -0.970
H: 3.497 -0.953 1.083
H: 2.632 -2.194 0.422
H: 1.714 -1.140 1.543

LUMO level	0.78	eV

***

*B*
Here is one molecule with the formula C4H10OS from the OMol25 dataset. Energies are from ωB97M-V with the def2-TZVPD basis set.

Positions of all 16 atoms, in Å:
C: -1.074 1.025 -0.900
C: 0.234 0.251 -0.413
C: -0.111 -1.276 -0.725
O: -0.492 -1.873 0.549
C: 0.684 0.704 0.984
S: 2.235 -0.118 1.483
H: -2.016 0.636 -0.332
H: -1.115 2.075 -0.851
H: -1.292 0.794 -1.973
H: 0.943 0.596 -1.127
H: -0.809 -1.273 -1.504
H: 0.862 -1.766 -0.979
H: -0.476 -1.159 1.186
H: -0.218 0.824 1.750
H: 1.091 1.665 0.843
H: 1.555 -1.105 2.008

LUMO level	0.80	eV

***

*C*
Here is a 2-piece molecular cluster, C4H10OS overall from the OMol25 dataset. Energies are from ωB97M-V with the def2-TZVPD basis set.

Positions of all 16 atoms, in Å:
C: 2.932 -0.485 -0.164
C: 1.933 -0.864 0.609
O: 2.089 -1.347 1.868
H: 2.919 -0.131 -1.180
H: 3.936 -0.681 0.202
H: 0.877 -0.765 0.408
H: 3.006 -1.630 1.997
C: -2.276 1.394 -0.003
C: -1.496 0.549 -1.015
S: -1.599 -1.251 -0.696
H: -3.105 1.930 -0.458
H: -1.639 2.183 0.387
H: -2.611 0.867 0.898
H: -1.852 0.688 -2.027
H: -0.442 0.792 -0.920
H: -2.671 -1.249 0.095

LUMO level	0.93	eV

***

Least stable of them? *B*.

***

*A*
Here is C29H36Cl3Ge2N8O4Ti as an isolated structure from the OMol25 dataset. Energies are from ωB97M-V with the def2-TZVPD basis set.

Positions of all 83 atoms, in Å:
Ti: 0.678 0.313 0.488
N: 2.119 -2.603 2.471
N: 1.039 -2.856 3.314
C: 0.003 -2.022 3.394
N: -0.885 -2.200 4.355
N: -0.071 -1.056 2.421
N: -0.967 -0.100 2.578
O: -0.856 0.755 1.622
O: -1.817 0.037 3.415
H: 2.194 -3.306 1.745
H: 2.974 -2.574 3.013
H: 1.059 -3.651 3.940
H: -0.754 -2.922 5.046
H: -1.719 -1.633 4.387
C: 0.618 5.333 -1.626
N: -0.047 4.636 -0.509
C: -0.882 5.415 0.421
C: 0.111 3.372 -0.343
N: 0.257 2.227 -0.192
H: -0.139 5.747 -2.290
H: 1.242 4.630 -2.172
H: 1.236 6.133 -1.224
H: -1.713 5.857 -0.126
H: -0.274 6.201 0.866
H: -1.266 4.761 1.200
Cl: 4.599 -0.722 -2.353
C: 2.893 -0.760 -2.044
Cl: 2.009 -1.420 -3.409
Cl: 2.294 0.918 -1.721
C: 2.569 -1.623 -0.786
O: 3.205 -2.586 -0.503
O: 1.523 -1.187 -0.093
C: -4.075 -0.113 -2.515
Ge: -2.474 0.749 -1.822
C: -1.286 1.330 -3.249
C: -2.998 2.190 -0.617
Ge: -1.390 -1.145 -0.597
C: -2.586 -1.862 0.746
C: -2.560 -3.213 1.113
C: -3.499 -3.718 1.998
C: -4.483 -2.885 2.522
C: -4.525 -1.546 2.164
C: -3.575 -1.036 1.289
C: -0.771 -2.590 -1.709
C: -1.177 -2.596 -3.044
C: -0.816 -3.640 -3.886
C: -0.025 -4.673 -3.406
C: 0.400 -4.670 -2.083
C: 0.024 -3.636 -1.239
H: -4.706 0.676 -2.931
H: -4.627 -0.617 -1.723
H: -3.851 -0.830 -3.301
H: -1.536 2.354 -3.531
H: -1.424 0.697 -4.125
H: -0.237 1.289 -2.960
H: -2.833 3.142 -1.125
H: -2.460 2.185 0.327
H: -4.065 2.103 -0.409
H: -1.831 -3.885 0.676
H: -3.485 -4.768 2.260
H: -5.228 -3.287 3.196
H: -5.297 -0.900 2.563
H: -3.611 0.017 1.031
H: -1.772 -1.785 -3.446
H: -1.144 -3.642 -4.917
H: 0.267 -5.480 -4.064
H: 1.025 -5.472 -1.714
H: 0.377 -3.638 -0.214
C: 1.976 0.886 2.093
C: 3.122 1.572 1.450
C: 4.222 0.833 1.006
C: 5.268 1.438 0.336
C: 5.227 2.809 0.093
C: 4.160 3.570 0.567
C: 3.124 2.953 1.241
C: 6.284 3.444 -0.650
N: 7.111 3.948 -1.267
H: 1.403 1.537 2.754
H: 2.283 -0.021 2.607
H: 4.256 -0.237 1.186
H: 6.115 0.859 -0.004
H: 4.163 4.641 0.414
H: 2.308 3.552 1.633

total charge	+2
LUMO level (spin up / spin down)	-7.04 / -7.48	eV
multiplicity	2
expectation value of S²	0.79

***

*B*
Here is C29H36Cl3Ge2N8O4Ti as an isolated structure from the OMol25 dataset. Energies are from ωB97M-V with the def2-TZVPD basis set.

Positions of all 83 atoms, in Å:
Ti: 0.133 0.792 -0.310
N: -0.559 -1.912 2.304
N: -0.505 -3.034 1.485
C: -0.357 -2.934 0.170
N: -0.458 -4.032 -0.552
N: -0.084 -1.671 -0.322
N: -0.061 -1.511 -1.633
O: 0.120 -0.265 -1.915
O: -0.148 -2.310 -2.515
H: 0.207 -1.903 2.964
H: -1.439 -1.893 2.802
H: -0.635 -3.955 1.874
H: -0.680 -4.914 -0.116
H: -0.281 -4.000 -1.539
C: -0.769 5.267 -3.286
N: -0.845 3.797 -3.476
C: -1.456 3.268 -4.719
C: -0.416 2.993 -2.562
N: -0.036 2.272 -1.733
H: -0.121 5.694 -4.047
H: -0.371 5.491 -2.301
H: -1.767 5.689 -3.377
H: -0.867 3.587 -5.575
H: -2.468 3.655 -4.807
H: -1.482 2.183 -4.682
Cl: 0.330 3.631 3.776
C: 1.033 2.750 2.466
Cl: 2.776 2.969 2.421
Cl: 0.326 3.299 0.889
C: 0.729 1.224 2.588
O: 0.599 0.693 3.638
O: 0.682 0.608 1.395
C: 5.127 1.051 -2.894
Ge: 3.315 1.591 -2.463
C: 3.250 3.399 -1.759
C: 2.198 1.334 -4.034
Ge: 2.713 0.014 -0.606
C: 2.920 -1.813 -1.213
C: 3.178 -2.865 -0.326
C: 3.432 -4.141 -0.806
C: 3.443 -4.383 -2.179
C: 3.193 -3.350 -3.071
C: 2.922 -2.073 -2.588
C: 3.767 0.219 0.988
C: 4.884 1.054 0.915
C: 5.719 1.208 2.017
C: 5.426 0.549 3.205
C: 4.303 -0.267 3.293
C: 3.477 -0.431 2.189
H: 5.408 1.577 -3.811
H: 5.181 -0.024 -3.073
H: 5.830 1.315 -2.105
H: 3.094 4.104 -2.581
H: 4.204 3.637 -1.284
H: 2.461 3.526 -1.023
H: 1.994 2.314 -4.475
H: 1.260 0.827 -3.821
H: 2.758 0.743 -4.761
H: 3.221 -2.681 0.742
H: 3.650 -4.946 -0.113
H: 3.659 -5.378 -2.551
H: 3.211 -3.537 -4.139
H: 2.710 -1.278 -3.296
H: 5.111 1.596 0.004
H: 6.591 1.849 1.953
H: 6.068 0.679 4.068
H: 4.071 -0.770 4.225
H: 2.589 -1.049 2.278
C: -1.970 0.426 -0.088
C: -2.547 1.706 0.409
C: -2.581 1.980 1.776
C: -3.051 3.187 2.256
C: -3.488 4.160 1.363
C: -3.507 3.886 -0.002
C: -3.050 2.666 -0.466
C: -3.920 5.453 1.846
N: -4.234 6.493 2.225
H: -2.354 0.136 -1.062
H: -2.092 -0.374 0.631
H: -2.236 1.227 2.478
H: -3.080 3.387 3.319
H: -3.902 4.628 -0.685
H: -3.107 2.440 -1.525

total charge	+2
LUMO level (spin up / spin down)	-6.97 / -7.48	eV
multiplicity	2
expectation value of S²	0.78

***

Least stable of them? *B*.

***

*A*
Here is a 2-piece molecular cluster, H3N3O3 overall from the OMol25 dataset. Energies are from ωB97M-V with the def2-TZVPD basis set.

Positions of all 9 atoms, in Å:
N: -0.765 0.320 1.222
N: 0.246 0.549 0.398
N: -0.066 -0.328 -1.349
O: -1.222 -0.602 -1.505
O: 0.821 -0.344 -2.153
O: 1.486 -0.029 0.664
H: -0.776 -0.413 1.954
H: -1.641 0.706 0.908
H: 1.918 0.142 -0.140

LUMO level (spin up / spin down)	0.13 / 0.13	eV

***

*B*
Here is a 2-piece molecular cluster, H3N3O3 overall from the OMol25 dataset. Energies are from ωB97M-V with the def2-TZVPD basis set.

Positions of all 9 atoms, in Å:
N: 1.090 1.296 0.081
N: 0.141 -1.048 -0.388
N: -0.624 -0.654 0.799
O: -0.170 -0.921 1.855
O: -1.736 -0.207 0.579
O: -0.522 -1.039 -1.494
H: 1.931 1.469 0.602
H: 1.332 1.563 -0.877
H: -1.441 -0.460 -1.158

LUMO level (spin up / spin down)	-1.44 / -0.97	eV

***

*C*
Here is a 2-piece molecular cluster, H3N3O3 overall from the OMol25 dataset. Energies are from ωB97M-V with the def2-TZVPD basis set.

Positions of all 9 atoms, in Å:
O: -1.495 -1.019 0.402
N: -1.362 -0.167 1.229
O: -1.971 -0.007 2.230
O: -0.382 0.740 0.986
H: -0.006 0.576 0.046
H: 0.326 -0.271 -2.161
N: 0.702 0.086 -1.271
N: 1.906 -0.146 -1.179
H: 2.282 0.208 -0.282

LUMO level	-0.37	eV

***

Least stable of them? *B*.